Entry 1:
# C3H9N2S

A cluster of 2 separate species, C3H9N2S in total in a non-equilibrium geometry (ωB97M-V/def2-TZVPD, the Open Molecules 2025 dataset).

Geometry as XYZ:
```
15
C3H9N2S | the Open Molecules 2025 dataset | ωB97M-V/def2-TZVPD
C 0.098 0.673 -0.777
C -0.089 -0.758 1.645
C -0.306 -0.663 -0.863
N -0.747 1.619 -0.490
N 1.398 0.995 -1.024
S 0.724 -1.942 -1.496
H -0.077 -1.765 1.349
H 0.662 -0.583 2.321
H -1.000 -0.277 1.725
H -1.232 -0.993 -0.745
H -1.648 1.304 -0.346
H -0.417 2.540 -0.793
H 1.986 0.449 -1.566
H 1.918 1.598 -0.383
H -0.203 -2.907 -1.613
```

The calculation puts the LUMO energy (spin up / spin down) at -0.1129 / -0.2386 Ha. The charge is +1. As for the spin multiplicity: 3. For the frontier orbital gap (spin up / spin down), the calculation gives 8.90 / 8.64 eV. For the energy relative to the best compared isomer or geometry (same formula, charge and spin), the calculation gives 0.0 kcal per mole.

Mulliken atomic charge list, values in e, 8 entries: C 0.57; C -1.07; C -0.56; N -0.27; N -0.50; S -0.09; H 0.36; H 0.39

---

Entry 2:
# C36H55BLaN13S

A structure of composition C36H55BLaN13S in a non-equilibrium geometry (ωB97M-V/def2-TZVPD, the Open Molecules 2025 dataset).

Geometry as XYZ:
```
107
C36H55BLaN13S | the Open Molecules 2025 dataset | ωB97M-V/def2-TZVPD
La -0.450 0.497 -0.352
N 0.668 -0.634 1.821
C 0.439 0.336 2.910
C 1.234 1.618 2.683
N 0.827 2.353 1.468
C -0.249 3.303 1.823
C -0.782 4.112 0.639
N -1.278 3.218 -0.429
C 1.989 3.065 0.896
C 2.036 3.069 -0.636
N 1.782 1.721 -1.178
H 0.232 -1.520 2.086
H 1.671 -0.816 1.775
H 0.746 -0.075 3.879
H -0.629 0.545 2.933
H 2.285 1.332 2.587
H 1.143 2.255 3.572
H -1.087 2.736 2.237
H 0.104 4.014 2.583
H -0.002 4.763 0.241
H -1.579 4.765 1.016
H -1.119 3.661 -1.333
H -2.295 3.161 -0.351
H 2.897 2.561 1.229
H 2.036 4.093 1.269
H 3.035 3.431 -0.914
H 1.299 3.752 -1.063
H 2.515 1.085 -0.834
H 1.927 1.784 -2.185
C -2.453 1.291 4.342
C -3.671 1.337 3.421
C -4.459 0.029 3.577
C -3.568 1.584 1.934
C -4.526 2.443 1.367
C -4.496 2.187 0.024
N -3.547 1.262 -0.213
N -2.936 0.903 0.958
B -3.536 0.512 -1.570
N -2.630 1.243 -2.591
C -3.114 1.993 -3.589
C -2.067 2.405 -4.378
C -0.929 1.838 -3.800
N -1.279 1.149 -2.696
C 0.459 1.891 -4.375
C 1.144 0.525 -4.275
C 0.414 2.296 -5.848
N -3.138 -0.946 -1.383
C -3.924 -1.973 -1.733
C -3.324 -3.140 -1.323
C -2.141 -2.741 -0.699
N -2.031 -1.405 -0.748
C -1.195 -3.637 0.035
C -0.953 -4.933 -0.744
C -1.814 -3.935 1.408
H -2.800 1.430 5.364
H -1.742 2.087 4.134
H -1.965 0.321 4.310
H -4.300 2.156 3.788
H -3.909 -0.794 3.124
H -5.429 0.104 3.093
H -4.606 -0.188 4.632
H -5.184 3.111 1.882
H -5.102 2.587 -0.763
H -4.634 0.544 -2.002
H -4.162 2.185 -3.696
H -2.134 3.011 -5.256
H 1.048 2.644 -3.834
H 0.602 -0.194 -4.883
H 1.172 0.158 -3.252
H 2.161 0.583 -4.657
H -0.245 1.629 -6.395
H 1.407 2.222 -6.283
H 0.067 3.315 -5.983
H -4.856 -1.817 -2.238
H -3.685 -4.137 -1.446
H -0.240 -3.111 0.178
H -1.838 -5.563 -0.720
H -0.129 -5.488 -0.300
H -0.707 -4.720 -1.782
H -2.793 -4.393 1.280
H -1.940 -3.013 1.976
H -1.191 -4.620 1.978
N 3.868 -2.506 1.037
C 4.833 -2.085 1.980
C 5.474 -3.015 2.780
C 6.428 -2.609 3.705
C 6.746 -1.271 3.839
C 6.108 -0.328 3.043
C 5.162 -0.740 2.128
S 4.355 0.488 1.116
N 3.322 -0.398 0.124
C 3.246 -1.680 0.144
C 2.456 -2.307 -0.942
C 3.015 -3.404 -1.599
C 2.371 -3.940 -2.699
C 1.184 -3.353 -3.111
C 0.694 -2.271 -2.398
N 1.298 -1.743 -1.328
H 3.715 -3.502 0.987
H 5.230 -4.063 2.678
H 6.927 -3.349 4.310
H 7.487 -0.950 4.552
H 6.351 0.720 3.126
H 3.967 -3.798 -1.278
H 2.790 -4.784 -3.225
H 0.654 -3.715 -3.978
H -0.233 -1.800 -2.708
```

The calculation puts the LUMO energy at -0.1835 Ha. The charge is +2. As for the spin multiplicity: 1. For the frontier orbital gap, the calculation gives 7.31 eV. For the energy relative to the best compared isomer or geometry (same formula, charge and spin), the calculation gives 11.4 kcal per mole.

Mulliken atomic charge list, values in e, 8 entries: La 3.34; N -0.84; C 0.02; C -1.26; N 1.11; C -0.16; C -1.40; N -0.36